{"formula": "C6H13O4P", "method": "ωB97M-V with the def2-TZVPD basis set", "largest_force_ha_per_bohr": 0.0930, "lumo_energy_ev": 0.80, "de_lowest_kcal_mol": 63.9, "energy_ha": -878.70429, "orbital_gap_ev": 10.779, "homo_ev": -9.98, "elements": ["C", "C", "C", "C", "C", "C", "O", "O", "O", "O", "P", "H", "H", "H", "H", "H", "H", "H", "H", "H", "H", "H", "H", "H"], "xyz": [[2.6823, 1.9656, -0.1188], [2.3147, 0.8857, 0.5140], [0.8177, -2.6603, -0.3613], [-0.9350, 2.2656, -0.3428], [-2.8462, -1.0580, 0.2137], [1.0396, -0.3248, -0.2928], [-0.5402, -0.7061, 2.0595], [1.6686, -1.5469, -0.2079], [-0.7758, 1.4589, 0.8090], [-1.5926, -0.6763, -0.3247], [-0.4668, -0.1183, 0.7288], [3.3995, 2.6450, 0.3197], [2.3139, 2.2375, -1.0937], [2.6175, 0.5062, 1.4663], [0.0849, -2.7076, 0.4488], [1.4626, -3.5366, -0.3193], [0.2958, -2.6333, -1.3253], [-1.3133, 1.6813, -1.1854], [0.0205, 2.7229, -0.6095], [-1.6545, 3.0446, -0.0890], [-3.4003, -1.5422, -0.5925], [-3.3973, -0.1860, 0.5754], [-2.7094, -1.7529, 1.0462], [0.9136, 0.0359, -1.3184]], "nbo_charge": [-0.44, -0.13, -0.26, -0.26, -0.26, -0.27, -1.08, -0.53, -0.81, -0.83, 2.33, 0.21, 0.20, 0.21, 0.19, 0.20, 0.17, 0.19, 0.18, 0.20, 0.19, 0.18, 0.20, 0.20]}

{"formula": "C6H13O4Pm", "method": "ωB97M-V with the def2-TZVPD basis set", "total_charge": 1, "multiplicity": 6, "largest_force_ha_per_bohr": 0.0594, "lumo_energy_ev": [-3.97, -4.24], "de_lowest_kcal_mol": 37.2, "energy_ha": -1145.35496, "orbital_gap_ev": [7.492, 9.523], "homo_ev": [-11.46, -13.76], "elements": ["C", "O", "C", "H", "H", "H", "H", "H", "H", "O", "C", "C", "O", "C", "C", "O", "Pm", "H", "H", "H", "H", "H", "H", "H"], "xyz": [[1.7976, 0.9068, 0.9320], [2.1831, -0.1039, 0.0660], [3.4964, -0.6036, 0.2170], [2.0976, 1.8901, 0.5494], [0.1437, 1.2875, 0.7103], [1.5953, 0.5189, 1.9372], [3.6516, -1.3099, -0.6072], [3.5540, -1.1594, 1.1663], [4.2056, 0.2387, 0.1639], [-0.4565, 1.2866, -2.1469], [-1.2268, 2.0486, -1.2755], [-1.3625, 1.3623, 0.0826], [-1.7512, 0.0572, -0.2666], [-1.9084, -0.9782, 0.6989], [-1.7694, -2.2876, -0.0781], [-0.6627, -2.2755, -0.9163], [-0.0669, -0.6388, -1.8888], [-2.2452, 2.1654, -1.7107], [-0.8140, 3.0609, -1.0902], [-2.0571, 1.8290, 0.7940], [-2.8795, -0.8775, 1.2058], [-1.1023, -0.8747, 1.4432], [-2.7041, -2.4409, -0.6570], [-1.7183, -3.1021, 0.6704]], "mulliken_spin": [0.64, 0.01, 0.04, 0.00, -0.11, 0.00, -0.01, 0.00, 0.00, -0.02, 0.00, 0.35, 0.05, -0.01, 0.00, -0.01, 4.04, 0.02, 0.00, 0.01, 0.00, 0.00, 0.00, 0.00]}

{"formula": "C6H13O5Sm", "method": "ωB97M-V with the def2-TZVPD basis set", "multiplicity": 8, "largest_force_ha_per_bohr": 0.0958, "lumo_energy_ev": [0.44, 0.07], "de_lowest_kcal_mol": 0.0, "energy_ha": -1270.38596, "orbital_gap_ev": [5.328, 9.375], "homo_ev": [-4.89, -9.31], "elements": ["O", "C", "C", "O", "C", "C", "O", "Sm", "H", "H", "H", "H", "H", "H", "H", "H", "O", "C", "O", "C", "H", "H", "H", "H", "H"], "xyz": [[-5.3962, 5.6181, 3.0939], [-4.0434, 5.8108, 2.9492], [-3.2711, 5.9978, 4.2433], [-4.0919, 6.7723, 5.1236], [-3.8428, 6.6957, 6.5271], [-5.1416, 7.1145, 7.2177], [-6.2398, 6.4427, 6.6913], [-6.3329, 6.0375, 4.7631], [-3.8810, 6.7005, 2.3113], [-2.3037, 6.4973, 4.0802], [-3.0724, 5.0238, 4.7271], [-2.9961, 7.3427, 6.8030], [-3.5916, 5.6525, 6.7867], [-5.2492, 8.2135, 7.1082], [-5.0130, 6.9183, 8.2997], [-3.6010, 4.7511, 2.2912], [-4.0414, 2.1381, 1.7506], [-1.3229, 2.3560, 2.5797], [-1.8316, 2.6921, 1.3027], [-3.1496, 3.0610, 1.2537], [-0.2446, 2.2040, 2.4661], [-1.4922, 3.1785, 3.2941], [-1.7805, 1.4363, 2.9762], [-3.4073, 3.3115, 0.2204], [-4.1182, 2.2229, 2.7077]], "mulliken_spin": [-0.03, 0.05, -0.01, -0.01, 0.01, 0.03, -0.03, 6.10, -0.01, 0.00, 0.02, 0.00, 0.00, -0.01, 0.00, -0.07, 0.08, 0.00, 0.10, 0.74, 0.00, 0.00, 0.01, 0.04, -0.01]}

{"formula": "C6H13O6PS", "method": "ωB97M-V with the def2-TZVPD basis set", "total_charge": -2, "largest_force_ha_per_bohr": 0.0944, "lumo_energy_ev": 5.79, "de_lowest_kcal_mol": 59.4, "energy_ha": -1427.39427, "orbital_gap_ev": 7.031, "homo_ev": -1.24, "elements": ["C", "C", "C", "C", "C", "C", "O", "O", "O", "O", "O", "O", "P", "S", "H", "H", "H", "H", "H", "H", "H", "H", "H", "H", "H", "H", "H"], "xyz": [[-1.0869, -2.6890, 1.2903], [2.3471, 1.2022, -2.6458], [1.0913, -0.4487, 1.2383], [-1.1498, -1.4913, 0.2600], [0.8444, 1.1335, -2.4497], [-0.6213, -0.2154, 0.8513], [-1.8454, 1.8137, 1.4009], [-0.4934, 0.9668, 3.4038], [-2.7183, -0.1292, 2.8185], [-1.7885, 1.3712, -1.1550], [0.2614, 2.3820, 0.0029], [0.4153, 0.4186, -1.4071], [-1.4957, 0.6052, 2.3638], [-0.7507, 1.3247, -0.1675], [-1.7437, -3.5865, 1.0248], [-0.0724, -2.9914, 1.4714], [-1.3677, -2.1642, 2.1674], [2.6060, 1.8256, -3.5159], [2.8387, 1.6247, -1.7059], [2.7962, 0.2756, -2.6012], [1.4034, 0.1705, 2.1647], [1.5632, -0.0522, 0.3299], [1.1920, -1.5328, 1.4963], [-2.2428, -1.0867, 0.0648], [-0.7086, -1.5636, -0.8249], [0.3325, 0.7228, -3.3165], [0.3939, 2.1140, -2.5597]], "nbo_charge": [-0.62, -0.63, -0.65, -0.47, -0.04, -0.56, -1.08, -1.20, -1.21, -0.98, -0.97, -0.83, 2.37, 2.32, 0.18, 0.18, 0.25, 0.17, 0.20, 0.19, 0.24, 0.24, 0.17, 0.23, 0.23, 0.11, 0.15]}

{"formula": "C6H13OP", "method": "ωB97M-V with the def2-TZVPD basis set", "largest_force_ha_per_bohr": 0.0717, "lumo_energy_ev": 0.49, "de_lowest_kcal_mol": 63.6, "smiles": "O=C=[PH3].CC=C(C)C", "energy_ha": -652.87728, "orbital_gap_ev": 9.085, "homo_ev": -8.60, "elements": ["O", "C", "P", "H", "H", "H", "C", "C", "C", "C", "C", "H", "H", "H", "H", "H", "H", "H", "H", "H", "H"], "xyz": [[-2.5096, -2.0361, -1.7454], [-1.6957, -1.3370, -2.1476], [-2.1465, 0.1207, -3.7522], [-2.5593, 1.2342, -4.5542], [-2.3485, 0.8839, -2.6501], [-0.8423, 0.2665, -4.0382], [2.3194, -0.3885, -0.0368], [1.0557, -0.7280, 0.6413], [0.4329, 0.0525, 1.5527], [-0.7705, -0.4026, 2.3376], [0.8067, 1.4609, 1.7512], [2.9620, -1.2302, -0.3452], [2.1384, -0.1380, -1.1211], [2.9868, 0.2355, 0.4969], [0.6252, -1.7599, 0.6390], [-1.3708, 0.3848, 2.6910], [-1.3738, -1.1765, 1.6901], [-0.3770, -0.8256, 3.1975], [0.7217, 1.6732, 2.7575], [0.1544, 2.1284, 1.2831], [1.7906, 1.5820, 1.3528]], "nbo_charge": [-0.49, 0.45, 0.09, -0.05, 0.00, 0.00, -0.67, -0.23, 0.04, -0.63, -0.65, 0.22, 0.22, 0.22, 0.20, 0.21, 0.21, 0.22, 0.21, 0.22, 0.21]}

{"formula": "C6H13OP", "method": "ωB97M-V with the def2-TZVPD basis set", "multiplicity": 3, "largest_force_ha_per_bohr": 0.1151, "lumo_energy_ev": [1.02, -2.51], "de_lowest_kcal_mol": 0.0, "energy_ha": -652.81200, "orbital_gap_ev": [8.049, 7.153], "homo_ev": [-7.03, -9.67], "elements": ["C", "C", "C", "C", "C", "C", "O", "P", "H", "H", "H", "H", "H", "H", "H", "H", "H", "H", "H", "H", "H"], "xyz": [[-0.9022, 0.6617, -0.5737], [-1.9306, 0.3929, 0.5299], [-1.3882, -0.7382, -0.3284], [-3.3820, 0.8176, 0.6093], [-0.4376, -1.8380, -0.1271], [4.5322, 0.5160, -0.4756], [2.7398, -0.0394, 1.3686], [2.6878, 0.0873, -0.0488], [-1.2418, 1.3215, -1.3792], [0.0406, 0.9377, -0.3145], [-1.5282, 0.3603, 1.4777], [-2.1193, -1.1910, -0.9147], [-3.6018, 1.0130, -0.3448], [-3.3460, 1.7589, 1.1775], [-3.9233, -0.0182, 0.9188], [0.3355, -1.3505, 0.5073], [-0.0053, -2.1930, -1.0488], [-1.0000, -2.6115, 0.5812], [4.7609, 0.6011, -1.4893], [4.4856, 1.6218, -0.1231], [5.2239, -0.1098, -0.0024]], "mulliken_spin": [0.02, 0.00, -0.02, 0.00, 0.05, 0.31, 0.50, 1.13, 0.00, 0.02, 0.00, 0.00, 0.00, 0.00, 0.00, -0.01, -0.01, 0.00, -0.02, 0.02, 0.01]}

{"formula": "C6H13P", "method": "ωB97M-V with the def2-TZVPD basis set", "multiplicity": 3, "largest_force_ha_per_bohr": 0.0834, "lumo_energy_ev": [0.73, -0.94], "de_lowest_kcal_mol": 36.2, "energy_ha": -577.51421, "orbital_gap_ev": [4.469, 7.614], "homo_ev": [-3.74, -8.55], "elements": ["C", "C", "C", "C", "C", "C", "P", "H", "H", "H", "H", "H", "H", "H", "H", "H", "H", "H", "H", "H"], "xyz": [[-0.1733, 0.2834, -1.6520], [1.1886, 2.4323, -0.8465], [0.5121, 1.5619, -1.7254], [-0.8880, -2.0149, -0.1969], [1.2775, -0.8700, 1.1065], [-1.4365, 0.5826, 0.8545], [-0.1510, -0.3390, -0.0321], [1.6356, 3.3914, -1.2230], [1.3187, 2.1688, 0.1701], [0.5025, -0.3802, -2.3330], [0.4215, 1.9911, -2.6981], [-0.3018, -2.7683, -0.5632], [-1.1613, -2.2264, 0.7830], [-1.7167, -1.9316, -0.8031], [2.1945, -0.3428, 1.0203], [0.8962, -0.7455, 2.0607], [1.5678, -1.9277, 0.8775], [-1.0972, 1.1369, 1.7561], [-1.7413, 1.3384, 0.0322], [-2.1555, -0.1585, 1.0818]], "mulliken_spin": [0.27, 0.80, 0.60, 0.01, 0.20, -0.01, 0.10, 0.00, 0.02, 0.04, 0.04, 0.00, 0.00, -0.01, -0.06, -0.01, -0.02, 0.00, 0.01, 0.01]}

{"formula": "C6H14", "method": "ωB97M-V with the def2-TZVPD basis set", "largest_force_ha_per_bohr": 0.0036, "lumo_energy_ev": 1.23, "de_lowest_kcal_mol": 2.3, "smiles": "CCCC(C)C", "energy_ha": -237.00779, "orbital_gap_ev": 12.176, "homo_ev": -10.95, "elements": ["C", "C", "C", "C", "C", "C", "H", "H", "H", "H", "H", "H", "H", "H", "H", "H", "H", "H", "H", "H"], "xyz": [[2.8141, 0.3109, -0.1986], [1.4408, -0.3607, -0.3401], [0.3112, 0.4017, 0.3560], [-1.0384, -0.3294, 0.3650], [-2.1064, 0.5236, 1.0519], [-1.4956, -0.7168, -1.0433], [2.7192, 1.3919, -0.0421], [3.4222, 0.1652, -1.0982], [3.3816, -0.0925, 0.6471], [1.1954, -0.4608, -1.4041], [1.4854, -1.3847, 0.0567], [0.1843, 1.3772, -0.1400], [0.6009, 0.6247, 1.3935], [-0.9118, -1.2554, 0.9469], [-3.0642, -0.0070, 1.1069], [-1.8109, 0.7961, 2.0719], [-2.2733, 1.4535, 0.4922], [-2.4828, -1.1924, -1.0178], [-1.5684, 0.1729, -1.6835], [-0.8034, -1.4181, -1.5205]], "nbo_charge": [-0.61, -0.40, -0.39, -0.21, -0.60, -0.61, 0.20, 0.21, 0.21, 0.20, 0.20, 0.19, 0.20, 0.19, 0.21, 0.21, 0.20, 0.21, 0.20, 0.21]}

{"formula": "C6H14", "method": "ωB97M-V with the def2-TZVPD basis set", "largest_force_ha_per_bohr": 0.0582, "lumo_energy_ev": 1.13, "de_lowest_kcal_mol": 44.3, "smiles": "C=CC.CCC", "energy_ha": -236.94083, "orbital_gap_ev": 10.663, "homo_ev": -9.54, "elements": ["C", "C", "C", "H", "H", "H", "H", "H", "H", "C", "C", "C", "H", "H", "H", "H", "H", "H", "H", "H"], "xyz": [[1.3374, -0.5015, 0.8461], [1.9622, -1.5940, 0.4145], [2.0705, -2.0028, -1.0652], [1.4552, -0.1897, 1.8785], [0.7586, 0.0902, 0.1503], [2.1666, -2.3977, 1.1282], [1.8929, -1.0385, -1.5695], [1.2472, -2.6526, -1.3410], [3.1102, -2.2517, -1.2227], [-1.9586, 0.4698, -1.0510], [-2.0939, 1.2682, 0.2284], [-0.9207, 2.1093, 0.8063], [-1.0401, -0.1093, -0.9715], [-2.7660, -0.2486, -1.1685], [-2.0803, 1.0806, -1.9496], [-2.9248, 1.9872, 0.2026], [-2.3375, 0.6034, 1.0685], [-0.3650, 2.6811, 0.0611], [-0.2483, 1.4780, 1.3852], [-1.3366, 2.7320, 1.6038]], "nbo_charge": [-0.42, -0.16, -0.66, 0.20, 0.19, 0.19, 0.21, 0.22, 0.22, -0.61, -0.40, -0.61, 0.20, 0.21, 0.21, 0.19, 0.19, 0.20, 0.20, 0.21]}

{"formula": "C6H14", "method": "ωB97M-V with the def2-TZVPD basis set", "largest_force_ha_per_bohr": 0.1166, "lumo_energy_ev": 1.20, "de_lowest_kcal_mol": 34.6, "smiles": "CCC(C)CC", "energy_ha": -236.95626, "orbital_gap_ev": 11.642, "homo_ev": -10.44, "elements": ["C", "C", "C", "C", "C", "C", "H", "H", "H", "H", "H", "H", "H", "H", "H", "H", "H", "H", "H", "H"], "xyz": [[1.7474, 1.1443, -1.5124], [1.3416, 0.1537, -0.4046], [-0.1104, 0.2407, 0.0446], [-1.1928, 0.0676, -1.0447], [-0.1749, -0.9590, 1.0992], [-1.3762, -0.6596, 1.9780], [1.0052, 1.0634, -2.3522], [1.6907, 2.1395, -1.1493], [2.7840, 1.0746, -1.9424], [2.0564, 0.0962, 0.3404], [1.3457, -0.9241, -0.9600], [-0.1026, 1.2649, 0.7457], [-2.1990, 0.2424, -0.7321], [-1.2705, -1.0305, -1.1832], [-0.8562, 0.5664, -2.0186], [-0.3008, -1.9318, 0.5536], [0.6559, -0.9650, 1.7733], [-2.3318, -0.4638, 1.4523], [-1.5877, -1.3768, 2.7299], [-1.1241, 0.2571, 2.5826]], "nbo_charge": [-0.61, -0.38, -0.19, -0.64, -0.40, -0.60, 0.20, 0.20, 0.21, 0.21, 0.17, 0.19, 0.22, 0.21, 0.22, 0.20, 0.20, 0.20, 0.20, 0.20]}